## i
This record from OMol25 describes a 2-piece molecular cluster, C4H4N2 overall. The level of theory is the ωB97M-V functional and the def2-TZVPD basis.

LUMO energy   -0.5 eV

Atoms and positions in Å:
N: 1.1980 0.4478 -0.6831
C: -0.0305 0.7784 -0.6045
C: -1.0735 -0.2018 -0.4762
C: -1.9999 -0.9727 -0.4739
C: 0.5369 -0.0542 2.1533
N: 1.2214 -0.7586 1.4891
H: 1.4513 -0.6012 0.3826
H: 1.8573 1.2227 -0.6819
H: -0.3550 1.8166 -0.6231
H: -2.8062 -1.6770 -0.4822

natural (NBO) population analysis, charges in e, atoms 1 to 2: atom 1 (N): -0.62, atom 2 (C): 0.13


## ii
This record from OMol25 describes a single C4H4N2 molecule. The level of theory is the ωB97M-V functional and the def2-TZVPD basis.

SMILES   c1cnccn1
LUMO energy   0.4 eV

Atoms and positions in Å:
C: -0.7517 -0.8050 -0.7340
C: -1.2981 0.2525 -0.0286
N: -0.5248 1.1317 0.7058
C: 0.7455 0.8134 0.7324
C: 1.2885 -0.2720 0.0146
N: 0.5635 -1.1032 -0.7263
H: -1.4336 -1.4732 -1.3056
H: -2.3708 0.3421 0.1138
H: 1.3003 1.5386 1.3122
H: 2.3272 -0.5400 0.1163

natural (NBO) population analysis, charges in e, atoms 1 to 2: atom 1 (C): -0.03, atom 2 (C): -0.03


## iii
This record from OMol25 describes C4H4N2 as an isolated structure. The level of theory is the ωB97M-V functional and the def2-TZVPD basis.

LUMO energy (spin up / spin down)   -0.8 / -0.8 eV

Atoms and positions in Å:
C: -1.0971 -0.2021 1.1765
C: -1.7564 0.4876 0.2612
C: -0.1840 -0.4451 -0.1135
C: 1.2048 0.0708 0.2713
N: -1.8275 0.6899 -1.0253
N: -0.6662 0.2255 -1.3550
H: -0.1706 -1.5939 -0.2813
H: 1.1453 1.2407 0.1952
H: 1.9817 -0.3014 -0.4392
H: 1.3699 -0.1721 1.3101

natural (NBO) population analysis, charges in e, atoms 1 to 2: atom 1 (C): -0.15, atom 2 (C): 0.22


On energetic grounds, ii is preferred over the next structure by 89.2 kcal/mol.


## i
This record from OMol25 describes a 3-piece molecular cluster, CH6O3 overall. The level of theory is the ωB97M-V functional and the def2-TZVPD basis.

SMILES   C=O.O.O
LUMO energy   -0.1 eV

Atoms and positions in Å:
C: 0.5892 -0.5101 0.3842
O: 0.1148 0.2115 -0.4640
H: 1.6415 -0.5614 0.6581
H: -0.0940 -1.0960 1.0224
O: 2.1857 1.8604 0.1735
H: 1.3500 1.4331 -0.1078
H: 1.9715 2.1337 1.0697
O: -2.8784 -1.1299 -1.2116
H: -2.0422 -1.5956 -1.1983
H: -2.8381 -0.7457 -0.3263

natural (NBO) population analysis, charges in e, atoms 1 to 2: atom 1 (C): 0.28, atom 2 (O): -0.51


## ii
This record from OMol25 describes a 3-piece molecular cluster, CH6O3 overall. The level of theory is the ωB97M-V functional and the def2-TZVPD basis.

SMILES   C=O.O.O
LUMO energy   0.7 eV

Atoms and positions in Å:
C: -0.2146 -2.4314 -0.8083
O: 0.3712 -1.9284 -1.7305
H: -1.3503 -2.4866 -0.7800
H: 0.2401 -3.0131 -0.0316
O: -0.8444 0.1420 1.4945
H: -1.1423 -0.0716 0.6338
H: -0.4731 1.0061 1.3213
O: 0.8363 3.0050 0.1614
H: 1.6611 2.7878 0.5123
H: 0.9161 2.9903 -0.7730

natural (NBO) population analysis, charges in e, atoms 1 to 2: atom 1 (C): 0.28, atom 2 (O): -0.49


## iii
This record from OMol25 describes a 3-piece molecular cluster, CH6O3 overall. The level of theory is the ωB97M-V functional and the def2-TZVPD basis.

SMILES   C=O.O.O
LUMO energy   0.8 eV

Atoms and positions in Å:
C: 0.5059 2.0177 2.3489
O: 1.0179 2.7269 3.1888
H: -0.3469 2.4764 1.7702
H: 0.6261 0.9484 2.4373
O: 0.9514 2.8866 -6.1520
H: 1.5676 3.1777 -6.8183
H: 0.1148 2.4120 -6.4810
O: -2.2053 -6.5718 1.8133
H: -2.0447 -6.7101 2.7565
H: -1.3957 -6.8223 1.3616

natural (NBO) population analysis, charges in e, atoms 1 to 2: atom 1 (C): 0.25, atom 2 (O): -0.49


On energetic grounds, ii is preferred over the next structure by 1.7 kcal/mol.


## i
This record from OMol25 describes a 14-piece molecular cluster, H28O14 overall. The level of theory is the ωB97M-V functional and the def2-TZVPD basis.

LUMO energy   -0.7 eV

Atoms and positions in Å:
H: 0.2416 0.6969 -0.0948
H: -0.8461 -0.4470 0.1173
H: 2.9282 -1.3236 -0.2764
H: 3.4191 0.0703 -0.3532
H: -3.1435 0.5146 2.1586
H: -2.8084 -0.6261 3.0443
H: -4.2063 -2.5438 -0.6338
H: -5.0260 -3.8112 -0.9147
H: -2.3062 -0.1845 -1.6549
H: -3.3549 -0.9211 -0.8701
H: -0.3446 -3.3944 0.7895
H: 0.9898 -3.5095 1.4403
H: 3.3957 0.1490 -2.9782
H: 3.5625 1.6258 -3.3110
H: 2.4710 1.5660 2.1397
H: 2.5305 0.1342 1.7710
H: 1.5615 -2.9109 -1.6756
H: 0.8978 -3.3035 -0.3669
H: 0.4679 4.0340 -1.9111
H: -0.4225 4.8265 -1.0703
H: -4.7366 1.1099 -0.3452
H: -4.1835 2.3314 -0.6616
H: -2.4803 2.2135 1.3072
H: -2.9326 3.0901 2.3746
H: 2.1505 1.6021 -0.4641
H: 3.3643 2.4492 -0.1960
H: 4.2306 -2.0708 1.1219
H: 3.8308 -1.0091 2.1434
O: 0.0535 -0.2272 -0.1743
O: 3.6567 -0.7951 -0.6471
O: -2.5751 0.3009 2.8846
O: -4.8958 -2.8734 -1.1673
O: -3.0745 -0.8125 -1.7674
O: 0.2181 -3.0163 1.5240
O: 4.0180 0.8479 -2.9255
O: 3.1449 0.8082 1.9715
O: 1.0388 -3.5679 -1.2990
O: -0.4707 4.1441 -1.6652
O: -4.5520 1.6461 -1.1426
O: -2.1428 2.5555 2.1945
O: 2.6904 2.0059 0.3145
O: 3.6402 -1.3741 1.2694

natural (NBO) population analysis, charges in e, atoms 1 to 2: atom 1 (H): 0.47, atom 2 (H): 0.48


## ii
This record from OMol25 describes H28O14 as an isolated structure. The level of theory is the ωB97M-V functional and the def2-TZVPD basis.

LUMO energy   -0.1 eV

Atoms and positions in Å:
H: 0.0566 -0.7417 -0.0779
H: 0.0642 0.7754 0.1886
H: 2.1291 4.1735 -2.1036
H: 1.8335 4.1390 -3.5641
H: 0.7647 -5.3063 -1.4817
H: 1.9022 -4.3032 -1.2239
H: -1.2674 -3.7195 -0.0419
H: -0.1968 -2.8299 0.3271
H: -0.2683 -2.9054 2.4242
H: -1.1511 -2.0442 3.2498
H: -2.4094 -0.1899 1.7758
H: -1.6948 0.9448 2.6355
H: -3.4918 1.9505 -0.4526
H: -2.0477 2.4352 -0.2935
H: -2.6474 2.2898 3.3393
H: -4.1180 1.8500 3.2153
H: -2.1495 1.0349 -1.7489
H: -0.6407 0.8080 -1.9843
H: 0.1487 2.1839 -3.4509
H: -0.4088 3.4195 -2.8216
H: 2.1009 1.9036 -3.7816
H: 2.3088 1.7654 -2.2839
H: 0.2520 0.1633 4.5198
H: 0.9007 -0.9895 4.0335
H: 1.6395 -2.2418 -1.2699
H: 3.0743 -1.7586 -1.2987
H: 2.6547 -1.8648 1.0663
H: 2.7802 -1.7157 2.5159
O: 0.5588 -0.0126 0.3127
O: 1.5078 3.7043 -2.7557
O: 1.2121 -4.5987 -1.8437
O: -0.3924 -3.4033 -0.3743
O: -1.1218 -2.4457 2.3968
O: -2.0674 0.7597 1.7610
O: -2.6180 1.5950 -0.2824
O: -3.4567 2.3172 2.7930
O: -1.2452 1.4239 -1.7030
O: -0.5823 2.7212 -3.4758
O: 2.4854 2.3307 -3.0009
O: 0.7914 -0.0321 3.8137
O: 2.4825 -2.2812 -0.7583
O: 2.3274 -1.3046 1.7047

natural (NBO) population analysis, charges in e, atoms 1 to 2: atom 1 (H): 0.45, atom 2 (H): 0.48


## iii
This record from OMol25 describes a 14-piece molecular cluster, H28O14 overall. The level of theory is the ωB97M-V functional and the def2-TZVPD basis.

LUMO energy   -0.7 eV

Atoms and positions in Å:
O: 3.7405 1.4889 0.1030
H: 3.0945 0.9799 -0.3426
H: 4.4962 0.9726 -0.0475
O: 1.7048 3.4950 1.1529
H: 2.4184 3.7907 0.6063
H: 1.7612 2.5146 1.0378
O: 0.5651 -3.7178 -0.0302
H: 1.2494 -3.8528 0.6389
H: 0.1749 -2.8764 0.0824
O: -1.0101 -0.3595 2.5067
H: -0.5696 -0.5059 1.6192
H: -0.5125 0.3827 2.8375
O: -1.1617 1.9838 0.3052
H: -0.3225 2.3859 0.2491
H: -1.6094 2.4794 -0.3592
O: -3.1740 -0.2322 -0.1674
H: -2.5971 0.2318 -0.7967
H: -3.3275 0.4631 0.4366
O: -0.2110 -2.6755 -2.5313
H: -0.1801 -3.4400 -1.9931
H: -0.3400 -1.9333 -1.9209
O: 2.7446 -1.6429 -1.0643
H: 2.0558 -1.3299 -1.6352
H: 3.5714 -1.2355 -1.2678
O: -2.2210 -2.7699 0.3638
H: -2.3343 -1.8369 0.6351
H: -2.8449 -3.2670 0.8453
O: -3.5036 1.6883 1.8863
H: -4.2884 2.1854 1.7296
H: -2.6933 1.8451 1.3474
O: 1.9527 0.2636 1.8578
H: 1.5236 -0.3490 2.4778
H: 2.7780 -0.2137 1.7590
O: 1.1453 1.7174 -1.2181
H: 1.0439 0.9746 -1.7673
H: 0.6754 2.4263 -1.6950
O: -1.4680 0.0740 -2.4205
H: -0.5461 -0.1377 -2.6054
H: -1.8965 0.5952 -3.0977
O: -0.0598 -0.5746 0.1002
H: -0.6164 0.2127 0.0332
H: 0.7919 -0.2005 0.3491

natural (NBO) population analysis, charges in e, atoms 1 to 2: atom 1 (O): -0.93, atom 2 (H): 0.47


On energetic grounds, iii is preferred over the next structure by 117.6 kcal/mol.


## i
This record from OMol25 describes a 14-piece molecular cluster, H28O14 overall. The level of theory is the ωB97M-V functional and the def2-TZVPD basis.

LUMO energy   -0.6 eV

Atoms and positions in Å:
H: -0.4097 1.5650 0.3362
H: 1.0343 1.5239 0.8535
H: -2.7659 -3.4955 1.2966
H: -1.4984 -3.1065 0.5692
H: 2.5737 0.0958 0.6571
H: 3.5859 0.4436 1.6960
H: -1.5346 2.0442 3.5302
H: -2.4741 3.0664 3.1628
H: -2.4336 3.7496 -1.1628
H: -4.0149 3.7133 -1.1632
H: 1.1201 3.5089 -2.3923
H: 0.0438 2.9945 -1.6221
H: 0.3008 -2.9554 -0.9179
H: 0.7300 -3.9196 0.1851
H: 5.0161 0.1293 -0.1322
H: 4.8130 1.4490 0.4281
H: 0.4246 -0.0509 -1.2588
H: -0.0674 -0.7030 -2.6300
H: -2.1238 0.5503 1.3077
H: -0.6383 0.3405 1.6132
H: -3.1573 -0.9980 -0.6821
H: -4.4256 -0.6316 0.0054
H: 3.2564 0.0100 -1.9720
H: 4.4619 -0.6775 -2.6032
H: -1.7319 -2.1428 -2.0020
H: -2.3755 -3.1558 -1.1865
H: 2.4368 -1.5613 2.9853
H: 1.7666 -0.2958 2.5281
O: 0.3069 1.0005 0.4448
O: -2.5076 -2.8970 0.6358
O: 3.4134 0.5161 0.7486
O: -1.8677 2.4210 2.7944
O: -3.2561 4.2032 -0.7559
O: 0.2729 3.7340 -2.1994
O: 0.2597 -3.8678 -0.5723
O: 5.4620 0.7965 0.5054
O: -0.3858 -0.3304 -1.8248
O: -1.3428 -0.0880 1.1332
O: -4.1095 -1.2496 -0.6589
O: 3.6402 -0.8570 -2.2397
O: -1.6942 -2.4526 -1.1401
O: 1.5695 -1.1154 2.9503

natural (NBO) population analysis, charges in e, atoms 1 to 2: atom 1 (H): 0.50, atom 2 (H): 0.47


## ii
This record from OMol25 describes a 14-piece molecular cluster, H28O14 overall. The level of theory is the ωB97M-V functional and the def2-TZVPD basis.

LUMO energy   -0.6 eV

Atoms and positions in Å:
O: 3.6432 2.1902 -2.0787
H: 4.1010 1.7945 -1.3542
H: 2.6818 2.3626 -2.0049
O: -2.4864 1.3871 -2.0221
H: -3.0650 1.1344 -2.7380
H: -2.8063 0.7140 -1.3732
O: 4.0551 -0.8999 1.9812
H: 3.5435 -1.0940 2.7733
H: 4.9445 -0.9591 2.3296
O: 0.2935 1.0607 -2.6472
H: -0.2258 1.8701 -2.4443
H: -0.4613 0.6549 -2.2002
O: 3.2501 3.4611 -0.1022
H: 2.3468 3.2764 0.1564
H: 3.7417 2.6560 -0.0200
O: -4.7423 0.3294 2.1508
H: -4.1205 -0.1059 2.7775
H: -4.1232 0.7468 1.5527
O: -1.6159 -4.8697 0.2336
H: -1.7607 -4.2865 1.0144
H: -1.4822 -4.2046 -0.4496
O: -4.6650 -0.7516 -0.2541
H: -5.2679 -0.6896 -0.9908
H: -5.2254 -0.5483 0.5574
O: 0.1354 -2.5142 2.8582
H: -0.5890 -3.1704 2.7080
H: 0.3707 -2.1587 1.9848
O: 0.2991 3.6911 -3.2842
H: -0.5286 3.6587 -2.8045
H: 0.9058 4.1900 -2.6914
O: 4.3287 -0.4070 -1.7303
H: 3.7540 -0.8465 -1.1139
H: 3.7599 0.1270 -2.2946
O: -0.1701 -0.0056 3.3166
H: 0.3475 -0.8103 3.4649
H: -1.1042 -0.1363 3.4389
O: 1.8296 0.0527 0.3252
H: 2.4047 -0.7207 0.2355
H: 1.6009 0.0480 -0.6219
O: -2.3776 -2.2694 0.7451
H: -2.2007 -1.8807 -0.1463
H: -3.3198 -2.0765 0.7626

natural (NBO) population analysis, charges in e, atoms 1 to 2: atom 1 (O): -0.96, atom 2 (H): 0.47


## iii
This record from OMol25 describes a 14-piece molecular cluster, H28O14 overall. The level of theory is the ωB97M-V functional and the def2-TZVPD basis.

LUMO energy   -0.6 eV

Atoms and positions in Å:
O: 1.7683 9.5457 -28.1309
H: 2.5453 10.1195 -28.1811
H: 1.4467 9.1817 -28.9445
O: 4.8761 10.4848 -26.9469
H: 4.4526 11.0988 -26.3998
H: 5.6766 10.2349 -26.4891
O: 5.5892 9.4488 -23.9679
H: 5.2754 10.3745 -24.1147
H: 5.6247 9.3942 -23.0179
O: 2.7760 8.5290 -25.0569
H: 3.1129 7.7215 -25.3844
H: 3.5560 8.9574 -24.6758
O: 6.7508 12.4874 -24.1198
H: 6.0648 13.1975 -24.0311
H: 6.8443 12.2968 -25.0738
O: 7.9299 10.4334 -25.8705
H: 7.9165 10.9241 -26.6959
H: 8.3567 9.5986 -26.1217
O: 4.5056 13.5315 -26.2725
H: 4.4354 14.2518 -25.6571
H: 3.7618 13.7535 -26.7981
O: 6.0275 13.1291 -28.7332
H: 5.5951 13.1631 -27.8682
H: 5.5051 13.5940 -29.3648
O: 6.6510 10.8109 -29.9350
H: 6.6888 10.0785 -29.2459
H: 6.4288 11.5815 -29.4320
O: 7.0318 8.8646 -28.1804
H: 7.0211 8.3280 -27.3973
H: 7.6617 8.3633 -28.7210
O: 3.2691 11.2374 -24.4440
H: 2.9824 11.9662 -25.0187
H: 3.5570 11.5960 -23.6232
O: 4.6710 7.1888 -28.4034
H: 5.3433 7.7338 -27.9208
H: 5.2333 6.4655 -28.7035
O: 3.3475 11.5911 -29.3799
H: 4.0386 10.9830 -29.6195
H: 3.5733 11.7153 -28.5141
O: 6.4512 7.5550 -26.0147
H: 6.0002 7.8175 -25.2040
H: 6.5267 6.6143 -25.8868

natural (NBO) population analysis, charges in e, atoms 1 to 2: atom 1 (O): -0.97, atom 2 (H): 0.48


On energetic grounds, iii is preferred over the next structure by 35.4 kcal/mol.